Record 1
Computed, not measured: a structure of composition C38H47N5OSr in a non-equilibrium geometry, with ωB97M-V with the def2-TZVPD basis set.

XYZ file:
```
92
Properties=species:S:1:pos:R:3
C 4.0878 -5.8788 2.0848
C 1.2810 3.8010 -0.3427
C -3.2506 4.6195 4.7453
H 3.9020 -6.6415 1.3203
C -0.7899 -1.8908 0.2420
H 1.9975 3.0467 0.0483
H -1.5458 2.3395 4.1169
C 3.8784 -4.5373 1.4407
C -2.5031 -0.3515 0.2060
N 2.6741 0.7989 -0.8876
C -1.7934 -1.2589 1.0380
O -2.5793 5.3085 5.4997
C -2.1085 -1.5591 2.4584
H -3.4497 0.5884 -2.2637
C -2.6359 4.4210 1.0774
H 3.0978 -1.1872 3.4910
H -1.2635 -2.0512 2.9592
C -0.3228 2.1418 -1.9117
C 4.1018 -4.4067 0.0628
C 3.8444 -2.0899 0.3279
H -5.3148 4.7798 7.7627
H -5.5310 4.4346 2.2855
C 4.0215 -2.9611 -2.0312
H -3.9593 5.8046 7.1870
H -5.5855 6.5022 7.4385
C -0.0461 -1.7690 -2.2427
C -2.3718 0.3866 -2.2622
H 0.3170 -3.0041 1.7118
H -6.9477 4.6277 3.3527
H 3.2192 -3.5581 3.2931
C -1.9490 -0.4213 -1.0998
C 4.4147 -0.3113 -1.4450
N -4.5902 4.3427 4.9674
C 3.4533 -3.4409 2.2151
C -1.9004 2.8998 3.2491
H -2.3440 -0.6420 3.0230
H -1.8408 1.3861 -2.2477
H -3.4374 1.0448 1.5208
C 4.0075 -3.1455 -0.5557
C 2.7249 -0.0904 0.0676
H 4.8235 -2.3077 -2.3813
H -6.1185 2.9653 4.9083
H 0.2102 -0.9114 -2.8824
C 1.2087 5.1397 0.1036
H -3.9510 1.1722 -0.1683
H -6.6777 3.1031 2.4931
H -4.7409 2.5389 3.8641
C -6.1755 3.9291 3.0109
H 3.0784 -2.5655 -2.4427
H -5.4430 6.2665 5.1041
H 0.6751 2.0019 -2.6587
H -4.5549 -0.1585 0.8457
N -1.5485 2.4634 2.0011
H -6.4428 4.9028 5.6597
C 0.2623 3.3783 -1.3093
C 2.7827 -1.0536 2.4415
C -0.5770 5.5182 -1.4711
H -0.4139 -3.9973 0.4262
H 3.3956 -5.9995 2.9273
H -2.0820 -0.0918 -3.2036
H 4.2000 -3.9254 -2.5374
H -2.8776 5.0010 0.1891
C 3.3522 -2.1761 1.6284
H 1.6695 -1.0401 2.4972
C -3.6732 0.4632 0.6205
H 1.8878 5.4849 0.8988
Sr 0.3031 0.6877 0.6270
H 0.9008 -2.2314 -1.9274
H 1.0233 -3.0183 0.0859
C 0.2429 6.0221 -0.4143
C 0.0739 -3.0277 0.6396
C -0.8738 -1.3510 -1.0809
H 5.2957 -0.6555 -1.8507
N 3.8237 -0.8323 -0.1992
C -5.4323 5.3265 5.6835
H 3.6444 1.5004 -2.6302
H 4.3689 -5.2902 -0.5394
C 3.6331 0.7234 -1.8270
H -1.6913 2.8500 -0.0628
N -0.3230 4.3539 -2.0565
H -1.4151 6.1838 -1.7930
C -2.6901 4.0487 3.4326
C -1.9496 3.2108 0.9500
H 3.1171 -0.0556 2.1296
C -5.0314 5.6148 7.1140
H -3.4915 5.8220 2.5009
H 5.1197 -5.9940 2.4535
C -5.3982 3.3585 4.1836
H -0.5698 -2.5116 -2.8729
H -2.9781 -2.2337 2.5432
H 0.1272 7.0594 -0.0450
C -2.9859 4.8632 2.3382
```

Its charge is -2. The energy relative to the best compared isomer or geometry (same formula, charge and spin) comes out at 0.0000 eV. The calculation puts the frontier orbital gap (alpha / beta) at 1.82 / 1.80 eV.

Here are the Mulliken charges for atoms 1 to 6, given in e: -1.427, -0.249, 0.055, 0.358, 0.950, 0.211

=====

Record 2
Computed, not measured: a cluster of 2 separate species, C2H2N3P in total in a non-equilibrium geometry, with ωB97M-V with the def2-TZVPD basis set.

XYZ file:
```
8
Properties=species:S:1:pos:R:3
N -0.1798 -3.1943 -1.4751
C 2.3722 -1.3341 0.9675
N 1.1441 -0.9683 1.1263
H -0.9627 -0.5257 0.4906
H 0.4700 -0.1358 -0.9235
P 0.3438 0.1616 0.3843
N 3.5258 -1.4856 0.8673
C 0.3874 -2.8710 -0.5412
```

The energy relative to the best compared isomer or geometry (same formula, charge and spin) comes out at 5.8961 eV. The calculation puts the frontier orbital gap (alpha / beta) at 7.68 / 5.98 eV.

Here are the Mulliken charges for atoms 1 to 6, given in e: -0.237, 0.559, -0.315, 0.128, 0.110, 0.036

=====

Record 3
Computed, not measured: a structure of composition C28H37BN19O2STl in a non-equilibrium geometry, with ωB97M-V with the def2-TZVPD basis set.

XYZ file:
```
89
Properties=species:S:1:pos:R:3
N 2.6852 -0.5014 -4.4187
C -1.7007 -2.7776 -3.2446
H -1.1139 -4.1915 3.2845
H -4.9610 0.2026 -1.8298
H -6.1245 1.1839 -0.9062
H 0.9521 -2.0784 3.6468
H -1.5528 -3.4838 -4.0385
C 3.4921 -3.0203 0.2567
H 3.6984 1.2602 -3.2867
C -2.0930 8.2898 3.2435
C 2.3236 -2.9355 -0.4461
N 0.8666 -0.1611 -2.9353
C -4.2703 1.7325 1.0285
N 0.2662 -1.2547 -3.4427
S -0.8258 3.5971 0.4670
H -0.7495 7.0218 4.3082
C -2.4016 -3.2789 1.7516
Tl 0.1617 0.4975 -0.3589
H -3.4242 9.3798 1.9573
H -4.2097 -2.1210 -0.0239
C -2.6306 7.6125 1.0206
H 1.4546 -1.3780 2.1037
C -0.3521 -2.5067 2.0349
H -1.6631 5.8265 0.3153
H -4.8103 -3.2038 -2.1214
C -1.7944 6.5199 1.1284
C -0.9072 -1.6743 -2.8683
N -2.5009 0.4005 1.3107
C -3.8735 -3.7404 -2.2545
H 4.6763 -0.4578 1.7592
H -4.9558 2.5529 1.1410
N 1.8900 4.4224 -2.4763
C 1.1082 -2.2586 -4.0596
H -1.5102 2.0471 3.0468
C 5.0693 -1.2651 1.1321
H -3.1131 2.0090 3.8026
N 0.9816 2.5365 -2.0387
C -3.0804 1.5092 1.7369
C -4.3605 0.6647 0.1567
C 2.1956 2.3475 -2.5642
H -5.9616 -0.5521 -0.5884
H 1.6596 -3.1172 2.4020
N 3.9750 -1.7452 0.3402
H -4.5128 -3.3389 2.0615
C 0.0462 4.0784 1.7853
N -2.1529 -2.2735 0.8853
B -3.1396 -1.5847 -0.0732
H -3.1680 7.7709 0.0971
H -3.9192 -4.3299 -3.1697
N 0.8343 3.8544 -2.0075
H -3.7512 -4.4185 -1.4104
O 2.1497 1.2317 1.3063
H 4.0075 -3.8517 0.6965
H 0.4930 -2.9734 -4.6150
H 1.6752 -2.7956 -3.2685
N -0.9078 -1.8194 1.0552
H -3.9217 -4.5321 0.9132
C -1.2672 7.1912 3.3719
N -2.5542 -1.7440 -1.4885
H -3.6351 -4.7580 2.6467
N -3.2841 -0.1260 0.3630
N 2.8042 1.1266 -2.8313
H 5.4560 -2.0657 1.7615
O 2.8132 0.5523 2.2455
H -2.1974 8.9800 4.0713
H 5.8727 -0.8828 0.4965
C -2.5593 2.2810 2.8985
C -2.7839 8.5126 2.0648
H 1.5581 3.6930 3.0889
H 1.3905 2.4418 1.8463
N 2.0933 -1.6460 -0.7948
N 2.7885 3.5061 -2.8481
H 2.6559 -2.1979 -5.4083
C -1.2642 -3.4645 2.5087
C 2.0845 0.0935 -3.4142
C -5.4153 0.3577 -0.8516
C -2.7307 -2.7867 -2.3264
N -0.2084 5.2514 2.4957
H 1.6297 -3.7084 -0.7148
H -2.6704 3.3496 2.7264
H 0.2962 5.2985 3.3740
C 3.0963 -0.9602 -0.3152
N 1.0116 3.3349 2.3210
N 1.9753 -1.5655 -4.9952
C -1.0927 6.2903 2.3137
N -1.4623 -1.0593 -1.8324
C -3.6920 -4.0201 1.8472
C 1.0127 -2.2536 2.5714
H 3.2172 0.0972 -0.4311
```

Its charge is -2. The energy relative to the best compared isomer or geometry (same formula, charge and spin) comes out at 2.2811 eV. The calculation puts the frontier orbital gap (alpha / beta) at 5.81 / 5.80 eV.

Here are the Mulliken charges for atoms 1 to 6, given in e: -0.869, -1.142, 0.429, 0.235, 0.398, 0.381

=====

Record 4
Computed, not measured: an isolated molecule of Cl2FOP in a non-equilibrium geometry, with ωB97M-V with the def2-TZVPD basis set.

XYZ file:
```
5
Properties=species:S:1:pos:R:3
O 1.1444 -1.3249 1.2977
P 0.0483 0.9722 -0.6005
Cl 0.2996 0.1511 1.4896
Cl -1.8645 0.4971 -0.2982
F 0.3723 -0.2956 -1.8886
```

The energy relative to the best compared isomer or geometry (same formula, charge and spin) comes out at 6.3210 eV. The calculation puts the frontier orbital gap at 7.79 eV.

Charges per atom according to Mulliken partitioning, unit e: -0.466, 0.669, 0.173, -0.062, -0.316

=====

Record 5
Computed, not measured: a cluster of 2 separate species, C5H12OS3 in total, with ωB97M-V with the def2-TZVPD basis set.

XYZ file:
```
21
Properties=species:S:1:pos:R:3
H -0.1025 -2.3466 -1.9739
S -0.5825 -2.1485 -0.7298
H 2.3794 -1.5730 1.5258
C 3.4012 0.9712 2.0649
S -2.4693 1.3178 -2.5279
H 4.1644 0.9852 1.2763
H 1.1443 -1.0731 0.3702
H 2.8642 -0.7990 0.0116
H -2.5631 -0.9418 -0.3037
H 1.2318 -0.3054 3.5477
H 0.0826 0.0795 -0.6408
C 2.1095 -0.8027 0.8060
H 3.3540 1.9632 2.5225
S 0.7217 0.6397 2.7395
C 2.0498 0.5617 1.4858
O -0.3580 0.8081 -1.1208
H -2.5513 -1.4607 -1.9825
C -1.9346 -1.0276 -1.1978
H 1.7364 1.3126 0.7500
C -1.5128 0.3794 -1.6052
H 3.7249 0.2574 2.8308
```

As for the SMILES: OC(=S)CS.CC(C)S. The energy relative to the best compared isomer or geometry (same formula, charge and spin) comes out at 0.0765 eV. The calculation puts the frontier orbital gap at 9.12 eV.

Here are the Mulliken charges for atoms 1 to 6, given in e: 0.181, -0.280, 0.456, -1.352, -0.278, 0.349

=====

Record 6
Computed, not measured: a cluster of 2 separate species, C4H12O in total in a non-equilibrium geometry, with ωB97M-V with the def2-TZVPD basis set.

XYZ file:
```
17
Properties=species:S:1:pos:R:3
H -1.7367 1.3247 -1.9294
C -0.6522 0.2804 -0.3455
C 0.0719 0.4647 0.9812
H -0.1520 1.8094 -1.8483
H 1.0998 0.8205 0.9351
C 0.0383 -0.7568 1.8873
H 1.2888 -2.2080 -1.3678
H -1.3740 2.3008 -0.5333
C -0.9638 1.5233 -1.1767
H -1.6058 -0.2207 -0.1588
O 2.0009 -1.8929 -1.9284
H -0.4755 1.2727 1.4934
H -0.9484 -1.1543 2.1035
H 0.6735 -1.5710 1.5265
H -0.0574 -0.4159 -0.9474
H 0.5459 -0.4917 2.8195
H 2.2466 -1.0851 -1.5108
```

As for the SMILES: CCCC.O. The energy relative to the best compared isomer or geometry (same formula, charge and spin) comes out at 0.2237 eV. The calculation puts the frontier orbital gap at 12.18 eV.

Here are the Mulliken charges for atoms 1 to 6, given in e: 0.343, -0.005, -0.245, 0.301, 0.281, -1.190